Record 1
63
Properties=species:S:1:pos:R:3:mulliken_spin:R:1 method="wB97M-V/def2-TZVPD" orbital_gap_ev="5.8 / 2.4" multiplicity=2 largest_force_ev_per_a=4.4 total_charge=+1
Cl 0.929 -4.345 0.468 0.000
C 0.906 -6.101 0.625 0.000
C 1.969 -6.781 -0.269 0.000
Cl 3.586 -6.103 0.164 0.000
H -0.099 -6.337 0.276 0.000
H 1.131 -6.353 1.661 0.000
H 1.768 -6.580 -1.321 0.000
H 2.011 -7.858 -0.111 0.000
Cl 2.323 3.817 0.015 0.005
C 0.787 4.771 0.016 0.000
C -0.229 4.142 0.961 0.000
Cl 0.230 4.259 2.662 0.000
H 0.296 4.803 -0.957 0.000
H 1.001 5.776 0.381 0.000
H -0.346 3.073 0.782 0.000
H -1.201 4.630 0.883 0.000
C 2.558 -0.176 3.885 0.000
N 3.009 -1.402 3.098 0.000
O 3.572 -2.331 3.716 0.001
O 2.811 -1.381 1.883 0.001
H 1.518 -0.244 4.204 0.000
H 2.618 0.700 3.240 0.000
H 3.112 0.005 4.806 0.000
C 4.074 0.800 0.043 0.028
N 5.036 1.359 -0.970 -0.009
O 5.686 2.311 -0.623 0.011
O 4.959 0.987 -2.169 0.940
H 3.236 1.471 -0.144 0.003
H 4.466 1.035 1.033 0.015
H 3.937 -0.250 -0.219 0.003
C -2.899 -2.463 -2.007 0.000
N -3.534 -1.569 -3.074 0.000
O -4.058 -0.479 -2.767 0.000
O -3.380 -2.006 -4.244 0.000
H -2.796 -1.908 -1.074 0.000
H -1.931 -2.781 -2.395 0.000
H -3.508 -3.363 -1.927 0.000
C -2.587 4.761 -4.957 0.000
N -2.798 4.026 -3.660 0.000
O -3.493 3.052 -3.735 0.000
O -2.115 4.426 -2.742 0.000
H -2.974 5.778 -4.896 0.000
H -3.114 4.218 -5.742 0.000
H -1.515 4.705 -5.144 0.000
C -2.957 -0.818 4.294 0.000
N -3.215 -2.257 4.498 0.000
O -3.655 -2.926 3.571 0.000
O -3.020 -2.655 5.640 0.000
H -3.376 -0.554 3.323 0.000
H -1.873 -0.742 4.371 0.000
H -3.257 -0.291 5.201 0.000
C -0.798 -0.968 0.972 0.000
O -0.936 -0.436 -0.370 0.000
C -0.192 0.513 -0.834 0.000
O 0.682 1.056 -0.161 0.000
O -0.573 0.830 -2.113 0.000
C 0.073 1.895 -2.834 0.000
H 0.097 -1.573 1.115 0.000
H -1.666 -1.623 1.059 0.000
H -0.865 -0.166 1.707 0.000
H -0.672 2.503 -3.346 0.000
H 0.733 1.527 -3.621 0.000
H 0.517 2.596 -2.128 0.000

=====

Record 2
51
Properties=species:S:1:pos:R:3:mulliken_charge:R:1 method="wB97M-V/def2-TZVPD" orbital_gap_ev=7.2 largest_force_ev_per_a=4.5 total_charge=-1
Cl 14.894 7.142 18.051 1.669
O 13.625 6.881 18.588 -0.662
O 15.720 5.988 18.357 -0.698
O 14.784 7.170 16.653 -0.686
O 15.414 8.340 18.527 -0.623
C 20.277 14.588 12.765 -0.991
C 21.060 13.602 13.674 -0.650
N 20.385 13.350 14.891 0.131
C 19.102 12.797 14.594 -0.513
C 18.431 11.742 15.614 -1.363
C 20.350 14.502 15.823 -0.450
C 19.960 14.156 17.282 -1.223
H 20.169 15.521 13.318 0.272
H 19.342 14.159 12.403 0.264
H 20.703 14.895 11.810 0.408
H 21.199 12.722 13.045 0.352
H 22.036 13.998 13.953 0.375
H 18.417 13.611 14.361 0.379
H 19.178 12.225 13.668 0.430
H 18.038 12.140 16.550 0.221
H 17.540 11.371 15.108 0.417
H 19.155 10.971 15.880 0.303
H 19.831 15.368 15.410 0.364
H 21.370 14.820 16.035 0.320
H 20.164 15.050 17.872 0.387
H 20.673 13.352 17.462 0.340
H 18.949 13.844 17.543 0.228
C 15.170 7.559 23.701 0.176
O 14.630 6.426 23.566 -0.621
N 14.992 8.395 24.726 0.131
C 15.915 9.583 24.745 -0.939
C 13.962 8.262 25.723 -0.917
H 15.952 7.864 22.989 0.284
H 15.394 10.470 25.106 0.307
H 16.287 9.798 23.743 0.335
H 16.705 9.463 25.486 0.290
H 13.345 9.143 25.902 0.304
H 13.310 7.406 25.551 0.320
H 14.347 8.070 26.725 0.331
C 11.843 12.981 20.408 0.131
O 10.754 13.040 20.856 -0.553
N 12.774 13.964 20.462 0.026
C 14.134 13.923 19.899 -0.888
C 12.519 15.261 21.241 -0.850
H 12.160 12.181 19.721 0.330
H 14.174 14.708 19.143 0.292
H 14.504 13.023 19.408 0.359
H 14.779 14.017 20.772 0.293
H 13.436 15.322 21.826 0.302
H 12.419 16.134 20.596 0.263
H 11.650 15.057 21.866 0.296

=====

Record 3
53
Properties=species:S:1:pos:R:3:mulliken_spin:R:1 method="wB97M-V/def2-TZVPD" orbital_gap_ev="9.7 / 5.1" multiplicity=2 largest_force_ev_per_a=3.3 total_charge=+1
Ag -0.185 0.037 -0.181 0.257
N -1.832 0.697 -2.513 -0.003
O -0.840 1.381 -2.314 -0.005
O -2.526 0.917 -3.498 0.012
O -2.054 -0.249 -1.683 0.143
C -3.299 -0.237 1.386 0.011
C -2.325 0.744 2.152 -0.012
N -1.585 1.565 1.171 0.521
C -0.404 2.075 1.844 0.008
C 0.537 2.963 0.969 -0.004
C -2.467 2.537 0.447 -0.058
C -3.154 3.551 1.400 0.049
H -2.826 -0.941 0.701 -0.002
H -4.075 0.364 0.912 0.001
H -3.756 -0.868 2.149 -0.004
H -2.916 1.374 2.817 0.021
H -1.632 0.086 2.675 -0.004
H -0.656 2.558 2.788 0.042
H 0.087 1.187 2.242 0.007
H 1.488 3.171 1.460 -0.002
H 0.863 2.563 0.009 0.001
H 0.058 3.917 0.751 -0.001
H -3.297 2.102 -0.108 0.004
H -1.806 3.056 -0.247 0.005
H -2.440 4.149 1.966 -0.001
H -3.790 3.089 2.156 -0.002
H -3.815 4.247 0.885 0.001
C 0.364 -4.400 -0.375 0.000
C -0.136 -3.223 0.271 -0.002
N -0.675 -2.345 0.776 -0.001
H 1.156 -4.160 -1.084 0.000
H -0.416 -4.926 -0.927 0.000
H 0.734 -5.101 0.373 0.000
C 3.193 -0.602 3.463 0.002
S 2.475 -1.142 1.836 0.000
O 1.791 0.017 1.155 0.008
C 4.130 -1.271 0.982 0.000
H 3.794 0.305 3.408 0.000
H 3.803 -1.444 3.790 0.000
H 2.329 -0.330 4.068 0.000
H 4.911 -1.765 1.560 0.000
H 4.433 -0.247 0.765 0.000
H 4.018 -1.687 -0.020 0.000
C 2.626 -1.464 -3.817 0.000
S 0.958 -2.167 -3.390 0.003
O 0.686 -1.507 -2.053 0.002
C 0.061 -1.300 -4.696 0.000
H 2.981 -1.899 -4.752 0.000
H 3.247 -1.729 -2.962 0.000
H 2.399 -0.398 -3.808 0.000
H 0.483 -0.297 -4.761 0.000
H -1.002 -1.200 -4.477 0.000
H 0.306 -1.754 -5.656 0.000

=====

Record 4
65
Properties=species:S:1:pos:R:3:mulliken_charge:R:1 method="wB97M-V/def2-TZVPD" orbital_gap_ev=3.6 largest_force_ev_per_a=5.9 total_charge=+3
Na -2.002 3.610 3.066 0.991
Na -1.824 -1.243 -1.855 0.913
Na -4.202 0.961 2.230 0.842
Na 0.096 1.672 2.921 0.892
Na -1.718 2.939 -0.172 0.924
Na -1.732 -1.760 3.095 0.825
Na 0.713 0.550 -0.099 0.943
B -5.086 3.811 1.570 0.497
F -5.897 4.902 1.294 -0.317
F -4.392 3.981 2.678 -0.351
F -5.918 2.775 1.774 -0.356
F -4.089 3.574 0.627 -0.280
P -1.745 0.247 0.985 1.546
O -2.981 -0.741 1.198 -1.131
O -0.460 -0.291 1.789 -1.112
O -2.118 1.653 1.610 -0.878
O -1.527 0.538 -0.501 -1.242
C -5.157 0.924 -2.778 -0.765
O -4.528 -0.366 -2.590 -0.269
C -5.205 -0.900 -1.448 -0.249
C -4.855 -2.379 -1.226 -1.033
N -3.537 -2.550 -0.667 0.044
C -3.304 -3.986 -0.243 -0.970
C -1.962 -4.326 0.417 0.436
O -0.802 -4.081 -0.439 -0.348
C 0.411 -4.108 0.241 -0.676
H -6.243 0.976 -2.695 0.346
H -4.877 1.409 -3.713 0.314
H -4.963 1.562 -1.916 0.197
H -6.290 -0.891 -1.551 0.557
H -5.093 -0.329 -0.527 0.119
H -4.811 -2.980 -2.135 0.419
H -5.719 -2.794 -0.707 0.410
H -3.538 -1.964 0.156 0.050
H -3.319 -4.713 -1.055 0.409
H -4.154 -4.201 0.406 0.459
H -1.878 -5.171 1.101 0.607
H -1.835 -3.586 1.207 -0.717
H 1.194 -4.108 -0.517 0.402
H 0.575 -5.036 0.789 0.422
H 0.518 -3.306 0.971 0.068
C 7.910 4.864 -2.076 -0.708
O 7.460 3.503 -1.893 -0.313
C 6.343 3.241 -1.020 -0.435
C 5.763 1.759 -1.185 -0.631
N 4.862 1.486 -0.077 -0.219
C 4.501 0.082 -0.048 -0.826
C 3.717 -0.291 1.200 -0.413
O 3.149 -1.523 0.772 -0.172
C 2.667 -2.328 1.834 -0.795
H 7.273 5.581 -2.593 0.287
H 8.854 4.837 -2.621 0.262
H 8.153 5.243 -1.083 0.303
H 5.460 3.856 -1.196 0.274
H 6.790 3.328 -0.029 0.320
H 6.619 1.085 -1.214 0.348
H 5.149 1.608 -2.073 0.313
H 5.357 1.761 0.760 0.262
H 5.417 -0.508 -0.067 0.401
H 3.891 -0.260 -0.885 0.398
H 2.906 0.386 1.470 -0.083
H 4.299 -0.428 2.112 0.602
H 3.406 -2.140 2.612 0.404
H 2.580 -3.409 1.722 0.321
H 1.729 -2.010 2.289 0.165

=====

What did the second record say?
51
Properties=species:S:1:pos:R:3:mulliken_charge:R:1 method="wB97M-V/def2-TZVPD" orbital_gap_ev=7.2 largest_force_ev_per_a=4.5 total_charge=-1
Cl 14.894 7.142 18.051 1.669
O 13.625 6.881 18.588 -0.662
O 15.720 5.988 18.357 -0.698
O 14.784 7.170 16.653 -0.686
O 15.414 8.340 18.527 -0.623
C 20.277 14.588 12.765 -0.991
C 21.060 13.602 13.674 -0.650
N 20.385 13.350 14.891 0.131
C 19.102 12.797 14.594 -0.513
C 18.431 11.742 15.614 -1.363
C 20.350 14.502 15.823 -0.450
C 19.960 14.156 17.282 -1.223
H 20.169 15.521 13.318 0.272
H 19.342 14.159 12.403 0.264
H 20.703 14.895 11.810 0.408
H 21.199 12.722 13.045 0.352
H 22.036 13.998 13.953 0.375
H 18.417 13.611 14.361 0.379
H 19.178 12.225 13.668 0.430
H 18.038 12.140 16.550 0.221
H 17.540 11.371 15.108 0.417
H 19.155 10.971 15.880 0.303
H 19.831 15.368 15.410 0.364
H 21.370 14.820 16.035 0.320
H 20.164 15.050 17.872 0.387
H 20.673 13.352 17.462 0.340
H 18.949 13.844 17.543 0.228
C 15.170 7.559 23.701 0.176
O 14.630 6.426 23.566 -0.621
N 14.992 8.395 24.726 0.131
C 15.915 9.583 24.745 -0.939
C 13.962 8.262 25.723 -0.917
H 15.952 7.864 22.989 0.284
H 15.394 10.470 25.106 0.307
H 16.287 9.798 23.743 0.335
H 16.705 9.463 25.486 0.290
H 13.345 9.143 25.902 0.304
H 13.310 7.406 25.551 0.320
H 14.347 8.070 26.725 0.331
C 11.843 12.981 20.408 0.131
O 10.754 13.040 20.856 -0.553
N 12.774 13.964 20.462 0.026
C 14.134 13.923 19.899 -0.888
C 12.519 15.261 21.241 -0.850
H 12.160 12.181 19.721 0.330
H 14.174 14.708 19.143 0.292
H 14.504 13.023 19.408 0.359
H 14.779 14.017 20.772 0.293
H 13.436 15.322 21.826 0.302
H 12.419 16.134 20.596 0.263
H 11.650 15.057 21.866 0.296